Record 1
54
Properties=species:S:1:pos:R:3:mulliken_charge:R:1 method="wB97M-V/def2-TZVPD" total_charge=0 orbital_gap_ev=7.72 smiles="CCCC(=O)N1CCN(c2ccc(NC(=O)c3cc4ccccc4o3)cc2)CC1"
C -3.6485 -1.5603 0.1802 -1.395
H -3.1155 -1.6549 1.1247 0.290
C -3.4007 -0.1919 -0.4388 -0.096
C -3.8730 0.9329 0.4794 -0.638
C -3.5318 2.2852 -0.1200 0.732
O -3.1172 2.4076 -1.2540 -0.664
N -3.7349 3.3771 0.6735 0.035
C -4.1101 3.3485 2.0653 -0.780
H -4.7351 2.4839 2.2783 0.398
C -2.8280 3.3512 2.9489 -0.769
N -1.6712 3.6743 2.1397 -0.154
C -0.9273 2.6358 1.5747 1.091
C -0.3699 2.7125 0.2952 -0.025
C 0.3865 1.6851 -0.2295 -1.105
C 0.6185 0.5306 0.5095 0.499
C 0.0978 0.4527 1.7982 -0.809
C -0.6474 1.4863 2.3228 -0.769
H -0.9969 1.3944 3.3402 0.411
H 0.2849 -0.4260 2.4008 0.376
N 1.3509 -0.5562 0.0252 -0.017
C 2.0460 -0.6679 -1.1394 0.312
O 2.1528 0.1912 -1.9928 -0.720
C 2.6950 -1.9861 -1.2857 0.726
C 3.4585 -2.4452 -2.3173 -1.283
C 3.8403 -3.7733 -1.9734 1.239
C 4.6013 -4.7710 -2.5816 -0.682
C 4.7511 -5.9687 -1.9188 -0.545
C 4.1626 -6.1905 -0.6713 -0.367
C 3.4047 -5.2204 -0.0468 -0.955
C 3.2531 -4.0150 -0.7135 0.213
O 2.5600 -2.9283 -0.3005 -0.415
H 2.9478 -5.3862 0.9159 0.424
H 4.3046 -7.1439 -0.1853 0.377
H 5.3350 -6.7582 -2.3677 0.379
H 5.0561 -4.6006 -3.5449 0.419
H 3.7073 -1.8963 -3.2017 0.537
H 1.3877 -1.3573 0.6423 0.215
H 0.7887 1.7698 -1.2245 0.505
H -0.5361 3.5720 -0.3309 0.207
C -1.9400 4.8661 1.3630 -0.800
H -2.2512 5.6385 2.0736 0.391
C -3.0667 4.6149 0.3242 -0.926
H -2.6732 4.4906 -0.6852 0.413
H -3.7888 5.4374 0.3256 0.401
H -1.0241 5.2071 0.8827 0.420
H -2.9195 4.1029 3.7403 0.468
H -2.6971 2.3812 3.4210 0.239
H -4.7032 4.2490 2.2579 0.312
H -4.9536 0.8640 0.6316 0.395
H -3.3772 0.8343 1.4476 0.284
H -3.9172 -0.1125 -1.3958 0.355
H -2.3349 -0.0574 -0.6317 0.083
H -4.7097 -1.7124 0.3686 0.361
H -3.3039 -2.3463 -0.4870 0.404

=====

Record 2
19
Properties=species:S:1:pos:R:3:mulliken_charge:R:1 method="wB97M-V/def2-TZVPD" total_charge=0 multiplicity=3 s_squared=2.028 orbital_gap_ev="4.35 / 6.63"
C 2.4532 1.2945 -0.2342 -0.473
C 1.0256 1.4149 -0.2109 -0.514
C 2.7820 0.0290 0.0312 -0.363
C 0.5747 0.1364 0.1188 0.199
C -1.6353 0.5480 1.0316 -0.937
C -1.2572 -1.0207 -0.7794 -1.128
N 1.6525 -0.6861 0.2601 0.273
N -0.7228 -0.3805 0.4661 -0.317
O 1.5011 -1.9591 0.6683 -0.487
H 3.2778 2.0054 -0.3773 0.363
H 0.4796 2.3590 -0.3996 0.391
H 3.8283 -0.2887 0.0665 0.408
H -2.3850 -0.0700 1.5131 0.293
H -0.9818 1.1819 1.7216 0.363
H -2.0738 0.9841 0.1592 0.343
H -2.2589 -1.2166 -0.7578 0.512
H -1.2578 -0.2506 -1.5560 0.381
H -0.6955 -1.8771 -1.0938 0.274
H 0.6049 -1.9770 0.7106 0.420

=====

Record 3
84
Properties=species:S:1:pos:R:3:mulliken_charge:R:1 method="wB97M-V/def2-TZVPD" total_charge=0 multiplicity=2 s_squared=0.766 orbital_gap_ev="6.62 / 3.45"
Rh 0.1323 0.7218 -1.6071 1.427
B 1.9911 2.7663 -3.9378 -0.253
N 0.6143 3.1303 -3.3677 -0.589
C -0.0282 4.2216 -3.8021 -0.323
C -1.2249 4.3472 -3.1198 -1.225
C -1.2494 3.2571 -2.2634 -0.818
N -0.1270 2.5458 -2.4261 1.325
N 2.5748 1.4217 -3.5033 -0.197
C 3.7295 0.9488 -4.0027 -0.352
C 3.9435 -0.3204 -3.5058 -0.967
C 2.8516 -0.5698 -2.6813 -1.193
N 2.0561 0.4985 -2.6925 1.551
H 2.7721 3.6467 -3.6628 -0.118
H 1.9003 2.7608 -5.1351 -0.121
H 0.3965 4.8356 -4.5757 0.467
H -1.9697 5.1116 -3.2368 0.447
H -1.9985 2.9644 -1.5448 0.638
H 4.3165 1.5439 -4.6787 0.421
H 4.7647 -0.9820 -3.7069 0.432
H 2.6151 -1.4523 -2.1172 0.689
F -2.9116 -2.1491 -2.2625 -0.531
C -2.8097 -3.4525 -1.9659 -0.105
C -2.0810 -3.7902 -0.8363 -0.019
C -1.9993 -5.1243 -0.4815 0.062
F -1.3289 -5.4700 0.6186 -0.258
C -2.6269 -6.1001 -1.2372 0.150
F -2.5632 -7.3777 -0.8815 -0.304
C -3.3289 -5.7369 -2.3789 0.592
F -3.9107 -6.6700 -3.1117 -0.299
C -3.4304 -4.4025 -2.7520 0.210
F -4.1152 -4.0645 -3.8338 -0.290
Ge -1.3271 -2.2536 0.1361 0.518
S 0.3830 -1.4314 -0.9589 -0.171
C -2.9255 -1.1282 0.4331 -0.139
C -3.0163 0.2082 0.1159 -1.004
F -1.9269 0.8283 -0.4352 0.633
C -4.1635 0.9409 0.3577 0.025
F -4.2116 2.2350 0.0611 -0.299
C -5.2635 0.3064 0.9190 0.481
F -6.3685 0.9872 1.1602 -0.295
C -5.2015 -1.0455 1.2390 0.331
F -6.2514 -1.6519 1.7706 -0.299
C -4.0306 -1.7389 0.9960 0.999
F -3.9413 -3.0315 1.3349 -0.354
C -0.5889 -2.7028 1.9125 -0.073
C -1.0280 -2.1542 3.1069 0.534
F -1.9699 -1.2035 3.0853 -0.315
C -0.4978 -2.5424 4.3256 0.312
F -0.9666 -2.0424 5.4544 -0.330
C 0.5404 -3.4647 4.3462 0.527
F 1.0628 -3.8412 5.4938 -0.296
C 1.0477 -3.9789 3.1578 0.094
F 2.0790 -4.8122 3.1816 -0.291
C 0.4723 -3.5948 1.9631 0.131
F 0.9481 -4.0592 0.7983 -0.331
O 3.4877 1.4292 7.5372 -0.416
S 2.3259 2.2264 7.2013 1.137
O 1.1777 1.4907 6.7308 -0.366
O 2.0451 3.3610 8.0450 -0.432
C 3.0258 3.0383 5.6477 0.266
N 4.0265 3.8888 5.8115 -0.531
C 4.5558 4.3685 4.6790 -0.504
C 4.0801 3.9980 3.4384 -0.425
C 3.0185 3.0814 3.3646 0.194
N 2.5129 2.6142 4.5226 -0.259
C 2.4060 2.5667 2.1734 1.555
C 2.8173 2.8637 0.8608 -1.290
C 2.1553 2.3237 -0.2088 -0.281
N 1.0978 1.5021 -0.0741 0.616
C 0.7064 1.1835 1.1788 -0.941
C 1.3176 1.6778 2.2907 -0.979
H 5.3766 5.0620 4.8106 0.436
H 4.5141 4.4166 2.5392 0.406
H 3.6609 3.5126 0.6823 0.376
H 2.4706 2.5413 -1.2194 0.338
H -0.1274 0.4965 1.2685 0.513
H 0.9819 1.4040 3.2828 0.808
F -1.2157 0.0602 -3.0710 -0.408
Sb -1.0907 -0.7595 -4.9398 2.148
F -1.0607 -1.4530 -6.6750 -0.524
F -1.0358 1.0660 -5.4530 -0.581
F -2.9639 -0.7961 -4.8340 -0.529
F 0.8012 -0.6222 -4.7900 -0.577
F -0.8775 -2.4312 -4.0652 -0.590

=====

Computed energy, in the same sequence as the records: -1281.4634 -419.0706 -7221.0985 hartree.
Computed largest force on an atom, in the same sequence as the records: 1.33 6.82 5.22 eV/A.
Computed ΔE to the lowest compared entry with this formula, charge and spin, in the same sequence as the records: 47.8 67.2 20.1 kcal per mole.